Molecular formula: C4H11NO2
Method: DFT, ωB97M-V/def2-TZVPD

Each line ends with the natural charge from an NBO analysis.
Positions of all 18 atoms, in Å:
1 C -0.14525 1.28319 -0.90572  -0.62
2 C 1.02695 0.50617 -0.39258  -0.03
3 C 0.54796 -0.98011 -0.17374  -0.53
4 C 0.78805 -1.49837 1.23880  0.45
5 O 1.68248 -2.25013 1.51588  -0.51
6 N 2.20154 0.49980 -1.27504  -0.87
7 H -0.52924 0.78989 -1.79971  0.21
8 H -0.88125 1.39619 -0.11131  0.23
9 H 0.06600 2.30186 -1.27707  0.21
10 H 1.43689 0.81412 0.57100  0.18
11 H -0.49376 -1.22275 -0.41109  0.21
12 H 1.16242 -1.53404 -0.88956  0.25
13 H -0.01670 -1.20256 1.93074  0.10
14 H 3.06338 0.52186 -0.75031  0.37
15 H 2.18775 1.09704 -2.08303  0.37
16 H -3.77084 -0.66852 2.12744  0.46
17 H -4.49192 -0.03468 1.00810  0.47
18 O -3.83446 0.18106 1.67720  -0.93

Forces on the atoms, in the same order (eV/Å):
0.1 1.3 -0.5
0.6 -1.1 0.1
0.8 -0.5 -0.1
-0.3 -0.2 -1.6
0.0 0.1 0.6
-0.3 -0.5 0.1
-0.4 -0.3 0.3
-0.3 -0.3 -0.3
0.4 -0.2 0.5
-0.6 0.6 0.2
-0.1 0.6 0.0
-0.1 -0.3 0.4
0.2 0.1 0.6
0.0 0.2 -0.4
0.0 0.3 0.2
0.3 0.1 0.3
-0.1 0.4 -0.2
-0.2 -0.5 -0.1

The calculation puts the gap between HOMO and LUMO at 0.35522 Ha. The energy above the lowest of the compared OMol25 structures with the same formula, charge and spin is 1.733 eV. The total energy is -9910.5091 eV. Its SMILES is C[C@H](N)CC=O.O. The spin multiplicity is 1.

Molecular formula: C3H4O
Method: DFT, ωB97M-V/def2-TZVPD

Each line ends with the natural charge from an NBO analysis.
Positions of all 8 atoms, in Å:
1 C -0.31890 -1.43236 -1.91376  0.38
2 C -0.09530 0.92423 0.67871  -0.58
3 C -0.01967 -0.58504 -0.43520  -0.11
4 O 0.78694 -0.93068 -1.55856  -0.46
5 H 0.01115 1.89830 0.29769  0.22
6 H -1.06016 0.91525 1.19700  0.21
7 H 0.48556 0.50582 1.49098  0.22
8 H 0.21037 -1.29551 0.24314  0.13

Forces on the atoms, in the same order (eV/Å):
-0.4 2.2 2.5
-1.3 -4.2 -1.3
-2.3 2.2 -0.3
1.9 0.6 -1.5
1.0 0.9 -0.6
-0.5 -0.3 -0.9
1.2 0.7 -0.3
0.4 -2.1 2.4

The calculation puts the gap between HOMO and LUMO at 0.36537 Ha. The energy above the lowest of the compared OMol25 structures with the same formula, charge and spin is 5.151 eV. The total energy is -5216.9854 eV. The spin multiplicity is 1.

Molecular formula: C2H2NO3
Method: DFT, ωB97M-V/def2-TZVPD

Each line ends with the natural charge from an NBO analysis.
Positions of all 8 atoms, in Å:
1 C -1.20800 -0.01128 0.01110  0.73
2 C 0.23640 0.53254 -0.19141  -0.12
3 N 1.08857 -0.30122 0.07046  -0.05
4 O -2.11149 0.78940 0.09943  -0.73
5 O -1.16954 -1.25533 0.03977  -0.79
6 O 2.33135 -0.14817 0.07604  -0.62
7 H 0.30449 1.65149 -0.35630  0.18
8 H 0.52822 -1.25744 0.25090  0.40

Forces on the atoms, in the same order (eV/Å):
2.5 -0.2 -0.7
-5.2 4.7 -0.5
1.5 -3.3 0.6
-1.5 1.1 0.1
-1.0 -1.6 0.4
2.1 -0.4 0.3
0.7 -1.6 0.1
1.0 1.3 -0.4

The calculation puts the gap between HOMO and LUMO at 0.32908 Ha. The energy above the lowest of the compared OMol25 structures with the same formula, charge and spin is 3.228 eV. The total energy is -9738.4244 eV. Its SMILES is O=C([O-])/C=[NH+]/[O-]. The spin multiplicity is 1. As for the total charge: -1.

Molecular formula: C4H7NO2S
Method: DFT, ωB97M-V/def2-TZVPD

Each line ends with the natural charge from an NBO analysis.
Positions of all 15 atoms, in Å:
1 C 1.08406 2.11853 -0.78370  -0.68
2 C 0.87811 0.85590 0.00916  0.24
3 C -0.72471 -0.89803 0.19899  0.50
4 C -1.57090 -0.87037 1.41937  -0.66
5 H 1.16005 1.85252 -1.87084  0.24
6 H 1.99826 2.60672 -0.52571  0.24
7 H 0.24870 2.76699 -0.69995  0.23
8 H -0.99244 -0.40517 2.23304  0.24
9 H -1.88126 -1.82496 1.69474  0.24
10 H -2.42459 -0.26527 1.24159  0.23
11 H 0.64846 -2.70737 -1.83534  0.49
12 N -0.40193 -1.99383 -0.36475  -0.15
13 O -0.31787 0.33479 -0.32404  -0.51
14 O 0.40464 -1.79410 -1.48907  -0.57
15 S 1.89141 0.22364 1.09650  -0.06

Forces on the atoms, in the same order (eV/Å):
0.5 -1.3 -1.3
-0.1 0.3 -0.2
0.8 -0.7 -0.4
1.4 1.5 -0.1
-0.1 0.0 0.8
0.4 0.3 0.4
-0.8 0.6 0.2
-0.2 -0.2 -0.2
-0.4 -1.7 0.4
-0.9 0.7 -0.2
-0.7 1.6 1.0
-0.1 0.4 -0.2
-0.4 -0.3 0.1
0.4 -1.3 -0.5
0.1 0.0 0.0

The calculation puts the gap between HOMO and LUMO at 0.34529 Ha. The energy above the lowest of the compared OMol25 structures with the same formula, charge and spin is 2.965 eV. The total energy is -20679.7715 eV. Its SMILES is CC(=S)O/C(C)=N\O. The spin multiplicity is 1.

Molecular formula: C4H14N2O2
Method: DFT, ωB97M-V/def2-TZVPD

Each line ends with the natural charge from an NBO analysis.
Positions of all 22 atoms, in Å:
1 C 0.54972 -0.94663 1.29545  -0.22
2 C 0.69541 -0.87724 -0.23984  -0.46
3 C -0.60610 -1.41267 -0.94545  -0.21
4 N -0.16860 -2.20945 -2.10419  -0.87
5 N 0.70087 0.27488 2.09193  -0.64
6 C -0.39873 1.16055 2.22525  0.09
7 O -0.29538 2.38483 1.43478  -0.76
8 H -0.43866 -1.34270 1.53096  0.19
9 H 1.23098 -1.66660 1.75210  0.20
10 H 0.66686 0.12585 -0.68174  0.21
11 H 1.68335 -1.20731 -0.55255  0.21
12 H -1.27613 -2.06916 -0.39671  0.19
13 H -1.14423 -0.56455 -1.35451  0.20
14 H 0.50932 -2.93343 -1.94969  0.36
15 H 0.02791 -1.67898 -2.93451  0.36
16 H 1.53682 0.79321 1.88155  0.37
17 H -1.37539 0.68820 2.16850  0.16
18 H -0.30520 1.71447 3.17093  0.17
19 H -0.31949 2.19267 0.48748  0.46
20 H -0.53889 3.19418 -1.86757  0.48
21 H -0.14827 2.11939 -2.92640  0.48
22 O -0.58617 2.26052 -2.08577  -0.95

Forces on the atoms, in the same order (eV/Å):
0.1 0.7 0.4
-1.6 1.1 0.6
2.6 -1.4 -1.6
-1.3 -0.1 -0.8
-0.5 -0.6 -0.3
0.9 2.3 0.8
-0.3 -0.6 -0.8
-0.1 0.1 0.0
0.2 -0.2 -0.4
0.4 0.5 0.9
-0.4 -1.0 -0.3
0.1 0.3 0.7
-0.3 0.0 0.2
0.2 0.1 0.3
0.2 0.0 0.0
0.2 0.0 0.1
0.0 -0.3 -0.3
-0.4 -0.9 0.4
-0.1 -0.2 0.0
0.1 0.1 -0.3
0.1 0.3 -0.1
-0.2 -0.4 0.4

The calculation puts the gap between HOMO and LUMO at 0.32147 Ha. The energy above the lowest of the compared OMol25 structures with the same formula, charge and spin is 1.863 eV. The total energy is -11448.8268 eV. Its SMILES is NCCCNCO.O. The spin multiplicity is 1.

Molecular formula: C17H25Cl15N3OS
Method: DFT, ωB97M-V/def2-TZVPD

Each line ends with the natural charge from an NBO analysis.
Positions of all 62 atoms, in Å:
1 C 4.20105 -4.15772 1.52091  -0.61
2 C 3.33398 -2.87393 1.45249  -0.40
3 C 2.42896 -2.85483 0.20060  -0.41
4 C 1.40681 -1.68527 0.13373  -0.40
5 C 1.02228 -1.07769 1.49680  -0.45
6 C 0.09698 0.11884 1.40297  0.14
7 C 0.34807 1.37206 1.94564  0.29
8 N 1.47749 1.82783 2.67667  -0.50
9 C 2.41261 2.06742 1.90013  0.23
10 S 3.73922 2.09410 1.07618  0.21
11 N -0.73925 2.14351 1.63899  -0.46
12 C -1.67574 1.45881 0.96107  0.24
13 N -1.15129 0.23308 0.82734  -0.31
14 C -1.92306 -0.83576 0.16416  0.09
15 O -3.09115 -1.05104 0.92088  -0.53
16 C -3.01382 -2.24910 1.72108  -0.08
17 C -3.78224 -3.37070 0.96709  -0.64
18 H 3.55964 -5.05088 1.44296  0.20
19 H 4.95357 -4.18817 0.72245  0.22
20 H 4.70130 -4.19399 2.49975  0.22
21 H 4.00861 -1.99941 1.41337  0.20
22 H 2.77883 -2.81651 2.40443  0.19
23 H 1.97074 -3.85049 0.09598  0.21
24 H 3.10436 -2.73460 -0.66402  0.22
25 H 1.78549 -0.92122 -0.56621  0.22
26 H 0.50591 -2.08989 -0.36074  0.21
27 H 0.60362 -1.82902 2.18960  0.24
28 H 1.92627 -0.70578 2.00560  0.25
29 H -0.76099 3.11528 1.92083  0.46
30 H -2.64196 1.81670 0.62806  0.28
31 H -1.36661 -1.77078 0.06738  0.21
32 H -2.24195 -0.47458 -0.82559  0.22
33 H -3.51382 -2.03699 2.67868  0.20
34 H -1.98035 -2.53885 1.96993  0.17
35 H -4.62919 -2.87516 0.47281  0.23
36 H -3.13796 -3.78112 0.17623  0.20
37 H -4.10933 -4.12963 1.68739  0.23
38 C 0.99968 -5.86888 2.84388  -0.28
39 Cl 1.39044 -7.27914 1.86388  0.04
40 Cl -0.18032 -4.84164 2.00977  -0.02
41 Cl 0.39189 -6.35054 4.42517  0.04
42 H 1.90579 -5.29253 2.98778  0.23
43 C -0.56455 4.62337 -1.56045  -0.28
44 Cl -2.11097 5.46199 -1.49621  0.04
45 Cl 0.67557 5.51858 -0.68827  0.03
46 Cl -0.71798 2.98197 -0.88451  -0.04
47 H -0.26151 4.54278 -2.59692  0.24
48 C 3.29814 5.64993 -4.21031  -0.28
49 Cl 3.49051 7.39270 -4.36691  0.04
50 Cl 3.88426 5.09675 -2.63845  0.01
51 Cl 1.60548 5.18748 -4.44624  0.00
52 H 3.88880 5.17079 -4.98102  0.23
53 C -5.24567 8.25242 -1.72582  -0.28
54 Cl -5.59713 7.65316 -3.34676  0.03
55 Cl -4.69118 6.93414 -0.68295  0.00
56 Cl -4.04578 9.54259 -1.78292  0.03
57 H -6.15905 8.65435 -1.30547  0.23
58 C -0.52389 -2.29505 -3.77059  -0.28
59 Cl -0.70728 -3.28439 -2.31694  0.01
60 Cl -1.77834 -1.05358 -3.83780  0.02
61 Cl 1.08031 -1.56318 -3.82284  0.03
62 H -0.63435 -2.93857 -4.63472  0.24

Forces on the atoms, in the same order (eV/Å):
-0.4 0.4 0.2
0.5 -0.3 -0.2
0.6 0.2 0.3
-0.3 -0.6 -0.3
-0.2 0.2 -0.1
0.8 0.9 0.9
-0.7 -1.5 -0.4
-0.6 0.6 -1.6
1.5 -0.9 0.5
-1.0 0.4 0.4
-0.3 0.4 1.4
1.4 -0.7 1.4
-0.4 -0.6 -0.7
-1.6 -0.1 0.1
1.1 -0.2 -0.1
-1.2 -0.6 0.1
0.7 0.9 0.3
0.3 0.2 -0.1
-0.2 -0.1 0.2
0.0 -0.1 -0.4
-0.3 -0.2 0.2
-0.1 0.1 -0.4
-0.2 0.4 0.0
-0.3 -0.2 0.2
-0.1 0.0 0.5
0.4 0.3 0.2
0.0 0.1 -0.4
-0.3 -0.1 -0.2
-0.4 0.0 -0.2
0.3 -0.2 0.1
0.3 0.5 0.0
0.4 -0.1 0.3
0.1 0.1 -0.4
-0.2 0.3 -0.2
0.0 -0.4 0.3
-0.3 -0.2 0.3
0.1 0.0 -0.5
0.0 -0.2 0.1
0.0 0.1 0.0
0.0 0.1 -0.1
0.0 0.1 -0.1
0.0 0.0 0.0
0.0 0.3 -0.2
0.3 -0.2 0.0
0.0 -0.1 0.0
0.3 0.9 -1.5
0.0 -0.1 0.1
0.1 0.2 0.1
0.0 -0.1 0.0
0.0 -0.1 -0.1
0.0 0.0 -0.1
-0.1 0.0 0.0
0.1 0.1 -0.2
0.0 0.0 0.1
-0.3 0.1 0.1
-0.1 0.0 0.0
0.0 0.0 0.0
0.1 0.2 0.0
-0.1 -0.2 -0.1
0.0 0.0 0.0
0.0 0.0 0.0
0.0 0.0 0.0

The calculation puts the gap between HOMO and LUMO at 0.35341 Ha. The total energy is -223216.3812 eV. The spin multiplicity is 1. As for the total charge: +1.

Molecular formula: C3H8N2OS
Method: DFT, ωB97M-V/def2-TZVPD

Each line ends with the natural charge from an NBO analysis.
Positions of all 15 atoms, in Å:
1 N -0.77126 1.32043 -0.21527  -0.86
2 C -0.31127 0.03764 0.20582  -0.17
3 C 1.01430 -0.03883 0.94654  -0.53
4 S 1.22566 0.61528 2.64265  -0.05
5 C -0.20575 -1.02689 -0.97069  0.68
6 N -0.86261 -0.57443 -2.07964  -0.83
7 O 0.27003 -2.11985 -0.82187  -0.61
8 H -1.39964 1.93871 0.28768  0.39
9 H 0.87694 -0.44215 3.37168  0.12
10 H -0.00745 1.98824 -0.32982  0.36
11 H -1.00232 -0.45181 0.89027  0.22
12 H 1.46658 -1.01349 0.80142  0.26
13 H 1.75223 0.60018 0.42109  0.21
14 H -1.04844 0.38843 -2.29788  0.42
15 H -0.99702 -1.22148 -2.85199  0.39

Forces on the atoms, in the same order (eV/Å):
0.7 2.0 -0.8
0.3 -1.5 0.9
1.6 1.0 -0.5
-0.3 0.1 -0.4
-1.4 2.4 0.1
0.2 -1.2 -1.0
0.2 -0.5 -0.1
-0.5 -1.3 0.6
-0.2 -0.3 0.0
0.3 -0.6 -0.3
-0.6 0.1 -0.1
-0.3 -0.3 0.5
-0.4 0.0 0.0
0.0 0.1 0.7
0.3 0.1 0.4

The calculation puts the gap between HOMO and LUMO at 0.36363 Ha. The energy above the lowest of the compared OMol25 structures with the same formula, charge and spin is 0.709 eV. The total energy is -19103.7931 eV. Its SMILES is NC(=O)[C@H](N)CS. The spin multiplicity is 1.

Molecular formula: C3H4BrNO4
Method: DFT, ωB97M-V/def2-TZVPD

Each line ends with the natural charge from an NBO analysis.
Positions of all 13 atoms, in Å:
1 C -1.43985 0.01480 -1.08968  0.17
2 C -1.74558 -1.26288 0.70430  0.24
3 C -0.32219 -0.01175 -0.31435  0.21
4 N 0.66411 0.96169 -0.36745  0.50
5 O 1.61444 0.95289 0.37167  -0.37
6 O 0.51831 1.79694 -1.26017  -0.41
7 O -2.31946 -0.86300 -0.63088  -0.46
8 O -0.40743 -1.00209 0.56824  -0.47
9 Br 5.01497 1.27436 0.49983  -0.21
10 H 4.05276 0.36389 0.99962  0.21
11 H -1.54180 0.75809 -1.84955  0.25
12 H -2.18872 -0.64138 1.53085  0.16
13 H -1.89955 -2.34155 0.83758  0.20

Forces on the atoms, in the same order (eV/Å):
2.2 0.9 1.5
-1.2 -0.2 -0.5
-2.3 0.5 -1.9
0.9 1.1 -1.3
0.4 -0.5 1.0
-0.1 0.0 0.1
-0.6 -0.7 0.9
1.7 -1.0 1.7
0.1 0.0 0.0
-0.1 0.0 0.0
-0.8 -0.2 -0.6
0.0 -0.4 -0.9
-0.1 0.5 0.0

The calculation puts the gap between HOMO and LUMO at 0.31856 Ha. The energy above the lowest of the compared OMol25 structures with the same formula, charge and spin is 0.934 eV. The total energy is -82893.3322 eV. Its SMILES is O=[N+]([O-])C1=COCO1.Br. The spin multiplicity is 1.

Molecular formula: C3H3FS
Method: DFT, ωB97M-V/def2-TZVPD

Each line ends with the natural charge from an NBO analysis.
Positions of all 8 atoms, in Å:
1 C 0.04669 -0.81164 0.36003  0.30
2 C -0.73359 -0.50637 1.40631  -0.40
3 C 0.37239 0.14723 -0.67601  -0.36
4 H -1.18562 0.50045 1.42250  0.23
5 H -0.90694 -1.22384 2.21936  0.22
6 H 1.19084 -0.29850 -1.22872  0.21
7 F 0.59865 -2.01105 0.17962  -0.32
8 S -0.16244 1.63412 -0.66073  0.11

Forces on the atoms, in the same order (eV/Å):
-1.7 0.7 1.2
0.2 -0.5 0.0
1.0 -1.1 1.0
0.4 -0.8 0.1
0.0 0.4 -0.5
0.1 0.5 -1.0
0.3 -0.5 0.1
-0.2 1.3 -0.9

The calculation puts the gap between HOMO and LUMO at 0.29747 Ha. The energy above the lowest of the compared OMol25 structures with the same formula, charge and spin is 0.215 eV. The total energy is -16710.6112 eV. Its SMILES is C=C(F)C=S. The spin multiplicity is 1.

Which value of gap between HOMO and LUMO does entry 7 give?
0.36363 Ha